Here is 2 unconnected molecules or ions with the total composition C3H4N4O at a distorted geometry from the OMol25 dataset. Energies are from ωB97M-V/def2-TZVPD.

Last columns: bonded neighbours and bond lengths (Å).
Geometry (Å):
1 C 0.3932 0.6171 -0.1472  N9 1.226, N10 1.374, O12 1.398
2 C 1.1060 -1.1582 -1.2598  H6 1.015, N10 1.390, N11 1.396
3 C -0.8329 -1.4300 -0.2353  H7 1.132, N11 1.316, O12 1.408
4 H -0.3184 0.7630 2.2097  no bonds
5 H -0.5787 2.8285 1.4466  N8 1.086
6 H 1.7436 -1.4700 -1.9857  C2 1.015
7 H -1.8617 -1.6531 0.1803  C3 1.132
8 N -0.6931 1.7672 1.2472  H5 1.086, N9 1.398
9 N 0.4992 1.6349 0.5285  C1 1.226, N8 1.398
10 N 1.2550 0.2182 -1.1396  C1 1.374, C2 1.390
11 N 0.1008 -2.0625 -0.9134  C2 1.396, C3 1.316
12 O -0.8130 -0.0551 0.0686  C1 1.398, C3 1.408

Properties
- HOMO level (eV) = -8.665
- energy relative to the best compared isomer or geometry (same formula, charge and spin) (kJ/mol) = 596.3
- strongest force on any atom (eV/A) = 5.9
- LUMO (eV) = -0.7
- total energy (Ha) = -410.77615

Calculated atomic charges, method natural (NBO), unit e:
1 C 0.56
2 C 0.26
3 C 0.46
4 H 0.31
5 H 0.37
6 H 0.18
7 H 0.22
8 N -0.63
9 N -0.34
10 N -0.41
11 N -0.51
12 O -0.47